{"formula": "C24H48O8", "method": "ωB97M-V/def2-TZVPD", "species": ["C", "C", "C", "O", "H", "H", "H", "H", "H", "H", "C", "C", "C", "O", "H", "H", "H", "H", "H", "H", "C", "C", "C", "O", "H", "H", "H", "H", "H", "H", "C", "C", "C", "O", "H", "H", "H", "H", "H", "H", "C", "C", "C", "O", "H", "H", "H", "H", "H", "H", "C", "C", "C", "O", "H", "H", "H", "H", "H", "H", "C", "C", "C", "O", "H", "H", "H", "H", "H", "H", "C", "C", "C", "O", "H", "H", "H", "H", "H", "H"], "xyz": [[-1.09339, -2.59274, -3.62915], [-2.59900, -2.71558, -3.68756], [-3.36773, -2.72451, -2.41961], [-3.21289, -2.65424, -4.74932], [-0.71542, -2.03661, -2.77127], [-0.81938, -2.00981, -4.50847], [-0.49412, -3.50207, -3.58319], [-4.37769, -2.33504, -2.54764], [-2.87539, -2.38809, -1.50717], [-3.48747, -3.76600, -2.12119], [-4.52879, 0.96077, -3.23749], [-4.20126, 2.40699, -3.17453], [-4.20332, 3.16524, -1.87937], [-3.90542, 3.06961, -4.17294], [-3.62760, 0.42537, -2.93861], [-4.72709, 0.52830, -4.21817], [-5.26393, 0.71656, -2.47066], [-4.37413, 4.24025, -1.93651], [-3.26546, 2.85286, -1.42009], [-5.07541, 2.70538, -1.41449], [2.83127, 4.95730, -0.46949], [1.57588, 5.39737, -1.20085], [0.34103, 5.33431, -0.32090], [1.53067, 5.77569, -2.40184], [2.99521, 5.62336, 0.37762], [3.70090, 5.21027, -1.07598], [2.86065, 3.86938, -0.40889], [0.56619, 4.79312, 0.59808], [-0.47555, 4.76577, -0.76596], [0.02557, 6.32240, 0.01416], [0.48963, 2.08556, -2.61715], [0.57787, 0.97938, -3.73431], [2.02682, 0.53827, -3.99829], [-0.36235, 0.49735, -4.34497], [0.59567, 3.03014, -3.15065], [1.11003, 2.01829, -1.72346], [-0.51819, 2.05654, -2.20294], [2.55671, 0.72117, -3.06348], [2.55645, 1.23288, -4.65029], [2.19121, -0.49155, -4.31539], [4.57535, -1.07978, -0.52323], [3.12738, -0.61231, -0.75781], [2.13332, -1.51217, -1.33450], [2.80102, 0.52566, -0.37884], [5.14425, -0.39767, 0.10857], [5.07115, -0.95793, -1.48626], [4.58617, -2.09901, -0.13704], [1.23730, -0.89329, -1.38162], [1.74819, -2.32798, -0.72274], [2.41684, -1.92056, -2.30451], [-1.61420, -3.55236, 7.65877], [-1.61360, -2.62578, 6.55222], [-1.05086, -3.04463, 5.23649], [-2.15455, -1.51034, 6.66178], [-0.95753, -2.94979, 8.28630], [-1.16772, -4.52515, 7.45275], [-2.55971, -3.69010, 8.18329], [-0.02551, -2.70633, 5.38592], [-1.42943, -2.53864, 4.34836], [-1.00087, -4.11648, 5.04483], [4.52553, -2.07556, 4.07861], [3.59429, -2.35816, 2.89007], [2.15999, -1.88370, 2.90400], [4.01876, -3.01375, 1.96892], [4.60281, -3.01423, 4.62727], [4.06568, -1.37847, 4.77910], [5.50400, -1.67888, 3.80778], [1.61360, -2.09194, 3.82388], [1.64277, -2.35127, 2.06617], [2.01195, -0.80615, 2.97522], [-1.45824, 1.73729, 0.81432], [-1.79208, 0.29523, 0.35119], [-1.12620, -0.82789, 1.07609], [-2.50793, 0.08274, -0.61929], [-1.32731, 1.59447, 1.88697], [-2.29868, 2.31843, 0.43484], [-0.57049, 2.20135, 0.38462], [-0.06548, -0.64738, 1.25042], [-1.25794, -1.66038, 0.38492], [-1.56277, -0.97078, 2.06458]], "smiles": "CC(C)=O.CC(C)=O.CC(C)=O.CC(C)=O.CC(C)=O.CC(C)=O.CC(C)=O.CC(C)=O", "largest_force_ev_per_a": 4.9, "gap_ev": 8.895, "lumo_energy_ev": 0.07, "total_charge": 0, "e_above_lowest_ev": 2.775}

{"formula": "C49H72F8N3O6PS2", "method": "ωB97M-V/def2-TZVPD", "species": ["C", "C", "C", "C", "C", "C", "C", "O", "C", "C", "F", "F", "F", "C", "P", "O", "O", "S", "C", "C", "S", "C", "C", "C", "C", "C", "F", "F", "C", "F", "F", "F", "C", "C", "C", "C", "C", "C", "N", "O", "C", "C", "C", "C", "C", "C", "C", "H", "H", "H", "H", "H", "H", "H", "H", "H", "H", "H", "H", "H", "H", "H", "H", "H", "H", "H", "H", "H", "H", "H", "H", "H", "H", "H", "H", "H", "H", "H", "H", "H", "H", "H", "H", "C", "C", "C", "C", "C", "C", "N", "O", "C", "C", "C", "H", "H", "H", "H", "H", "H", "H", "H", "H", "H", "H", "H", "H", "H", "H", "H", "H", "H", "C", "C", "C", "C", "C", "C", "N", "O", "C", "C", "C", "H", "H", "H", "H", "H", "H", "H", "H", "H", "H", "H", "H", "H", "H", "H", "H", "H", "H"], "xyz": [[-5.20191, -4.71842, -5.15298], [-4.66317, -4.96214, -3.86112], [-3.96640, -5.09731, -2.35042], [-3.39312, -6.54783, -1.75023], [-2.67365, -6.67605, -0.24873], [-2.11152, -8.17152, 0.17934], [-1.77813, -9.15535, -1.09191], [-3.03409, -9.82569, -1.46297], [-3.00905, -10.34025, -2.84153], [-4.57517, -10.31846, -3.42475], [-4.74580, -11.28000, -4.57664], [-5.57348, -10.69252, -2.36111], [-4.98164, -8.97657, -3.93394], [-2.52483, -5.33674, 0.74192], [-1.68078, -5.56401, 2.44525], [0.05720, -5.76383, 2.14458], [-1.79559, -4.14120, 3.48732], [-2.39622, -7.06016, 3.49095], [-3.09649, -3.88596, 0.15123], [-3.79101, -3.79225, -1.36812], [-4.31525, -2.01791, -1.85217], [-2.81969, -1.00683, -1.22085], [-2.14485, 0.19691, -2.10535], [-0.80918, 0.94572, -1.44097], [-0.16372, 0.50292, 0.02953], [1.18093, 1.30179, 0.51842], [0.99557, 2.19966, 1.68056], [1.67956, 2.18093, -0.60486], [2.46298, 0.27624, 0.83774], [3.64063, 0.69629, -0.00757], [2.89056, 0.46850, 2.24858], [2.18713, -1.13391, 0.47792], [-0.93460, -0.69917, 0.85915], [-0.40287, -1.17613, 2.34854], [-1.56862, -0.67133, 3.43649], [-1.70013, 0.96827, 3.52321], [-3.28291, 1.48690, 3.67634], [-2.26961, -1.50457, 0.27878], [-2.96927, -2.64052, 1.05378], [-4.18367, -2.22571, 1.47207], [-4.96693, -3.31424, 2.07506], [-6.06343, -2.78354, 3.22159], [-6.07929, -1.15431, 3.40112], [-7.57551, -3.42238, 2.94954], [-8.62019, -2.37611, 2.24266], [-10.08665, -3.16183, 2.06938], [-8.15958, -1.88924, 0.72061], [-5.77986, -4.39400, -6.12534], [-3.50120, -7.46588, -2.49228], [-1.12995, -8.10137, 0.85465], [-2.94145, -8.69607, 0.81649], [-1.02526, -10.01226, -0.74706], [-1.27507, -8.62901, -2.00866], [-2.69205, -11.48937, -2.85615], [-2.37892, -9.69190, -3.58836], [0.47103, -4.84989, 2.33901], [-2.36811, -4.33928, 4.29079], [-2.57060, 0.51050, -3.15810], [-0.35816, 1.82254, -2.11206], [-0.20494, -2.33630, 2.43526], [0.58703, -0.62377, 2.69615], [-1.14803, -1.01723, 4.49830], [-2.58696, -1.23596, 3.30157], [-1.30257, 1.48895, 2.55023], [-1.14027, 1.44304, 4.45570], [-3.55643, 1.80224, 4.76943], [-3.93356, 0.62038, 3.23368], [-3.41889, 2.40737, 2.92852], [-4.29290, -4.10601, 2.66158], [-5.63883, -3.91461, 1.29161], [-5.73337, -3.22922, 4.27825], [-7.07095, -0.85354, 3.99373], [-5.99130, -0.57733, 2.38293], [-5.19448, -0.89666, 4.16029], [-8.02968, -3.69076, 4.01733], [-7.52561, -4.46037, 2.36916], [-8.87360, -1.42117, 2.90661], [-10.43892, -3.60065, 3.11815], [-9.89125, -4.08289, 1.37429], [-10.93459, -2.43288, 1.66280], [-8.54748, -2.74387, -0.01704], [-6.99205, -1.80344, 0.71398], [-8.67114, -0.84757, 0.49745], [5.10228, 7.41484, 0.97086], [4.80956, 7.11540, 2.46897], [6.11209, 6.67147, 3.18312], [6.54854, 5.25131, 2.83342], [5.40901, 4.25876, 3.03895], [4.10306, 4.66590, 2.30864], [3.71299, 6.09239, 2.57053], [3.19168, 6.15460, 3.87615], [4.26673, 4.43265, 0.78226], [2.97806, 3.65405, 2.70517], [4.38811, 8.50794, 3.04551], [4.20135, 7.30545, 0.35357], [5.45146, 8.44474, 0.82005], [5.88801, 6.78090, 0.55399], [5.97714, 6.72853, 4.27272], [6.92801, 7.36399, 2.94336], [6.91002, 5.20514, 1.79966], [7.39779, 4.96604, 3.46362], [5.73688, 3.26567, 2.70373], [5.22209, 4.16529, 4.11778], [3.39320, 4.80039, 0.23120], [4.36302, 3.36262, 0.55657], [5.15706, 4.89482, 0.35899], [2.81081, 3.60841, 3.78684], [3.23918, 2.63498, 2.39408], [2.02840, 3.91062, 2.22081], [3.46964, 8.87365, 2.56953], [5.17162, 9.25756, 2.87066], [4.22906, 8.48692, 4.12953], [6.71151, 5.00523, -4.55896], [5.26152, 4.78812, -5.07865], [4.24211, 5.17048, -3.97491], [4.14752, 4.14605, -2.84741], [3.90690, 2.74369, -3.39641], [4.93322, 2.32634, -4.48136], [5.10487, 3.36899, -5.54861], [3.96791, 3.31714, -6.37619], [6.30120, 2.02156, -3.81295], [4.50328, 0.93898, -5.06193], [5.13049, 5.82521, -6.24334], [7.43121, 4.37197, -5.09347], [7.04831, 6.03979, -4.70602], [6.81379, 4.81912, -3.48755], [3.24172, 5.28586, -4.41604], [4.49814, 6.14759, -3.54772], [5.05753, 4.16336, -2.23664], [3.32707, 4.41949, -2.17520], [3.92317, 2.02765, -2.56389], [2.88871, 2.70329, -3.80777], [7.07090, 1.81553, -4.56600], [6.23485, 1.13487, -3.16910], [6.66207, 2.81851, -3.16481], [3.49075, 0.94963, -5.47994], [4.50189, 0.16958, -4.27995], [5.19534, 0.60782, -5.84530], [5.83605, 5.60374, -7.05391], [5.34449, 6.84223, -5.88801], [4.12036, 5.86125, -6.66663]], "largest_force_ev_per_a": 10.1, "gap_ev": [7.168, 7.167], "multiplicity": 3, "lumo_energy_ev": [-1.50, -1.50], "total_charge": 0}

{"formula": "C21H21ClNO5S5Ti", "method": "ωB97M-V/def2-TZVPD", "species": ["Ti", "S", "C", "C", "C", "C", "C", "C", "S", "C", "C", "C", "C", "C", "C", "C", "S", "C", "C", "C", "C", "C", "C", "S", "N", "H", "H", "H", "H", "H", "H", "H", "H", "H", "H", "H", "H", "H", "H", "H", "C", "S", "C", "O", "H", "H", "H", "H", "H", "H", "O", "Cl", "O", "O", "O"], "xyz": [[-0.06234, 0.15040, -0.04864], [0.20239, 0.09778, 2.41743], [1.21762, 1.48497, 2.75999], [1.72684, 1.61462, 4.06737], [2.57063, 2.64494, 4.43447], [2.95395, 3.60505, 3.50298], [2.45902, 3.51206, 2.21489], [1.59277, 2.48188, 1.83924], [0.95551, 2.57399, 0.16999], [-0.67521, 3.35674, 0.55556], [-1.78521, 2.60662, -0.09246], [-2.79139, 3.24713, -0.76007], [-3.91379, 2.53439, -1.21505], [-3.99289, 1.17685, -0.84464], [-2.96408, 0.58184, -0.17525], [-3.08227, -0.78650, 0.39427], [-1.61705, -1.80100, -0.00262], [-1.88039, -2.06140, -1.75391], [-2.66762, -3.16427, -2.08253], [-2.88548, -3.51776, -3.40065], [-2.27213, -2.76944, -4.40020], [-1.49321, -1.67559, -4.07724], [-1.27546, -1.27610, -2.74668], [-0.31438, 0.16666, -2.46556], [-1.76434, 1.22938, 0.10235], [1.43809, 0.85823, 4.78717], [2.92993, 2.70646, 5.45541], [3.61704, 4.41497, 3.77977], [2.72632, 4.25293, 1.46980], [-0.65020, 4.39472, 0.23021], [-0.75010, 3.30806, 1.64200], [-2.72419, 4.32051, -0.89890], [-4.70804, 3.01748, -1.76600], [-4.88504, 0.59797, -1.05232], [-3.97490, -1.30276, 0.04822], [-3.07621, -0.74158, 1.48667], [-3.09339, -3.75267, -1.27793], [-3.50082, -4.37486, -3.64302], [-2.39853, -3.04884, -5.44002], [-1.01411, -1.09439, -4.85567], [3.79847, -0.33443, 1.60856], [2.57193, -1.19862, 0.61046], [3.77392, -1.80438, -0.58439], [1.91841, -0.03506, -0.17160], [4.54682, -1.06018, 1.92683], [3.29599, 0.08133, 2.47761], [4.23909, 0.46152, 1.00770], [4.60871, -2.24891, -0.04603], [4.08425, -0.93837, -1.16985], [3.30176, -2.54635, -1.22236], [1.89354, -4.50887, -1.67589], [1.13221, -4.01567, -0.55494], [1.90252, -4.15147, 0.66018], [-0.12467, -4.69830, -0.43866], [0.87975, -2.57171, -0.78604]], "largest_force_ev_per_a": 1.0, "gap_ev": [4.945, 6.935], "multiplicity": 3, "lumo_energy_ev": [2.40, 2.38], "total_charge": -1, "e_above_lowest_ev": 1.320}